215
Properties=species:S:1:pos:R:3:forces:R:3 method="wB97M-V/def2-TZVPD" charge=0 orbital_gap_ev=8.99 de_lowest_kj_mol=505.0 e_lumo_ev=0.519 smiles=COC[C@H](C)N.COC[C@H](C)N.COC[C@H](C)N.COC[C@H](C)N.COC[C@H](C)N.COC[C@H](C)N.COC[C@H](C)N.COCCNCCOC.COCCNCCOC.COCCNCCOC.COCCNCCOC molar_mass_g_mol=1156.73
O -6.20822 1.13988 -1.00856 -0.178 0.364 1.152
O 1.68732 -1.21140 -0.02330 -0.617 -0.024 -0.876
O 3.67076 -2.24337 5.93660 -0.683 -0.629 1.334
O -4.63572 -5.29365 -5.02853 -1.029 -0.735 0.502
O 0.35851 2.32311 -0.01920 1.074 1.630 0.588
O -0.32799 5.77219 2.57052 -0.222 0.007 -0.150
O 4.84347 1.92263 3.77381 -1.429 -0.189 0.597
O 0.43491 6.22229 -6.00036 -1.701 0.464 1.280
O -1.17949 -8.66404 -0.31678 -0.856 0.934 1.698
O -1.81192 6.01354 -2.18200 0.977 1.267 0.789
O -2.04378 -0.33787 2.19495 0.257 1.606 0.340
O -3.91357 -1.80043 7.35937 -1.231 0.335 0.019
O -0.04797 -5.44893 -4.71702 0.725 -0.094 -1.070
O 4.97173 3.08626 -2.16191 0.738 0.277 -0.380
O 4.76723 -3.04185 -1.42474 -0.546 -1.110 1.053
N -4.35952 4.96511 -3.69723 0.017 -0.562 0.255
N 2.74853 1.31513 1.26982 -0.908 -0.553 0.722
N -1.90394 -5.72232 -0.06776 -1.000 -1.173 -0.372
N 0.41672 -1.93906 4.21991 0.346 -0.410 -0.319
N 4.15737 -5.76892 -0.44449 -1.372 -0.045 -0.560
N -4.11608 -1.34230 3.61509 0.685 -0.499 -0.853
N 3.55938 4.85292 -4.67142 0.236 -0.565 -0.436
N 4.86382 3.19038 1.03784 0.497 1.327 0.565
N -4.98139 1.61847 -3.68593 -0.778 -0.150 0.181
N -2.85682 -4.85068 -2.72485 -0.898 0.110 -0.279
N -3.10591 5.96404 3.74997 -0.139 1.588 0.593
C -1.78928 -4.20648 -3.46838 0.842 -1.102 -1.267
C 2.77393 -0.02827 1.76980 2.856 -1.336 -0.164
C 1.26598 -6.05765 -4.91940 -1.692 -0.706 0.646
C -0.41932 -5.03587 -3.41841 -0.235 1.607 -0.504
C -6.64700 1.48996 0.34072 -1.152 -0.783 -1.111
C 1.06555 -1.47916 6.55281 0.731 -0.015 0.045
C -0.76965 -6.38760 0.57692 -1.016 1.350 0.721
C -2.66810 5.15348 2.64402 0.059 0.145 -0.526
C -1.95911 5.73637 -3.55486 0.011 -1.271 -0.076
C 2.66413 6.97274 -4.28545 -1.327 0.054 1.331
C -2.86539 0.80033 -2.92875 0.295 0.068 1.776
C 5.85131 2.67361 3.20489 0.852 2.213 -0.183
C -0.83077 7.10108 -2.01320 -0.826 -0.687 0.077
C -0.05476 3.22519 -1.05887 -0.559 -0.897 0.949
C -0.98542 -7.88474 0.85830 0.357 1.184 0.389
C 4.80776 -3.06532 5.94443 1.011 0.366 -0.788
C -3.23631 -2.33767 2.97256 -0.733 0.113 1.511
C 1.51874 -1.60221 5.09521 0.448 0.671 0.660
C -3.18589 -6.16453 -3.28946 0.643 -0.797 0.157
C 0.77358 6.30259 1.85810 0.616 -0.300 1.302
C -4.52760 -1.63346 4.98379 2.057 1.051 0.638
C -1.55288 5.83424 1.81427 0.383 -0.616 1.002
C 4.65613 -1.73211 -1.87214 0.308 0.103 0.383
C -3.35128 -1.66736 6.06282 0.010 -0.834 0.373
C 5.30728 1.71539 -1.85387 -1.744 0.180 -0.065
C -3.63837 -6.24351 -4.77544 1.731 1.182 0.671
C -3.17175 -2.44737 8.34688 0.042 -0.203 0.642
C -0.59487 -5.59000 1.92914 1.461 -0.856 -0.298
C 2.27076 5.51930 -4.51104 0.443 -0.429 -2.352
C 3.91571 -3.32307 -0.30244 1.911 -0.347 0.267
C -5.92410 -5.75328 -4.63336 -0.796 0.893 -1.127
C 1.03606 3.05304 1.03304 -0.040 -1.372 0.610
C -0.39082 6.23391 -7.16966 1.448 -0.473 0.290
C -4.79895 1.36268 -1.16436 -0.315 -1.000 -0.366
C -1.28973 -10.05476 -0.03646 0.885 -0.089 -0.786
C 4.01618 3.75714 -1.32621 2.097 -1.309 1.277
C -2.73308 4.14047 -5.27807 1.190 -0.979 -0.626
C 2.71031 -2.55614 4.97496 -0.490 0.530 -0.968
C -1.67799 0.39785 1.01713 -0.309 -1.209 -1.126
C 1.51643 5.32251 -5.88001 -0.127 1.123 -0.744
C -4.36129 0.84389 -2.58674 -0.592 0.853 -0.485
C 5.93712 -4.63908 0.62977 -0.164 0.761 1.108
C 1.71807 -0.96620 1.37635 -1.501 -0.789 -0.113
C 4.43860 -4.61151 0.35913 0.875 0.814 -0.447
C -2.42559 -1.65469 1.89442 -0.294 -0.302 -0.961
C 0.60657 -2.02886 -0.57587 0.778 0.800 1.151
C -3.93078 4.77434 1.83035 0.654 0.055 0.355
C 1.74272 2.06220 1.98784 -0.398 1.831 -0.686
C 5.23267 3.80306 2.34066 -0.111 -1.842 -0.661
C -2.96496 4.55989 -3.83948 0.329 1.725 -0.482
C 5.16342 0.75067 4.49289 0.958 -0.006 -0.642
C 4.66688 4.23044 0.04390 -1.198 -1.163 -1.303
H -2.36168 6.51045 4.15943 0.221 -0.032 -0.105
H 5.58986 1.51863 -0.81969 0.314 0.440 -0.006
H 5.41796 -2.85838 6.82360 -0.054 0.560 -0.176
H 0.28914 -4.26610 -3.11244 0.513 -0.282 0.539
H -4.50874 5.80502 -4.23794 -0.215 0.135 0.084
H -0.24292 2.53756 -1.88341 -0.191 0.624 -0.348
H -4.35842 0.74657 -0.38049 0.669 0.195 0.076
H -0.42510 7.20214 -1.00656 -0.494 -0.688 0.338
H 3.85916 -4.65549 1.28131 0.176 -0.373 0.355
H 1.37751 -6.84630 -4.17530 0.215 -0.060 0.260
H -3.70835 -4.31670 -2.82414 -0.023 0.559 0.147
H -6.06061 -6.23292 -3.66412 0.597 0.233 0.256
H 3.17602 7.48398 -5.10075 0.038 -0.517 -0.042
H 0.13514 -2.89982 4.35309 -0.443 -0.095 0.168
H -2.20106 -1.97992 8.51229 0.318 -0.169 -0.204
H 1.68577 5.02948 -3.73260 -0.346 0.548 0.430
H -2.66057 -0.82432 6.08038 -0.343 0.746 -0.461
H -2.07829 -10.43259 -0.68724 0.394 -0.321 -0.135
H -6.55700 -4.87048 -4.72388 -0.085 0.049 0.502
H -0.10430 -8.18692 1.42434 0.584 -0.346 -0.306
H -3.54138 5.48011 4.52216 -0.061 -0.383 -0.276
H 2.16145 -5.43657 -4.89674 -0.376 0.612 0.058
H -0.27602 -10.39867 -0.24193 -0.193 -0.890 -0.492
H -1.61461 -3.15205 -3.25443 -0.048 -0.150 1.060
H 6.44594 3.25085 3.91292 0.120 -0.326 0.982
H 4.76858 -4.15461 5.94111 -1.266 -0.239 0.001
H 5.30878 -2.81375 5.00966 0.837 -0.079 0.039
H -2.58832 0.36384 -3.88834 -0.556 0.515 -0.201
H 2.16940 5.64034 -6.69286 0.822 -0.457 -0.008
H -2.78602 3.71093 -3.17967 0.185 0.172 0.076
H 0.43462 3.71169 1.65957 -0.852 -0.161 -0.235
H 3.22762 -5.47915 -0.71225 -0.993 -1.200 -0.382
H 3.72707 -0.44458 1.44372 0.389 -0.190 0.033
H -3.47994 -0.57106 3.47155 -0.749 1.254 1.150
H 0.34551 -0.66784 6.65956 -0.402 -0.342 0.001
H 1.10018 1.45337 2.62390 -0.640 -0.234 -0.566
H -4.79018 -0.15546 -2.66055 0.004 -0.119 0.047
H 2.78862 -0.13292 2.85466 0.184 0.739 0.180
H -1.19899 6.94244 -6.98813 0.411 0.248 -0.229
H 3.26901 6.94513 -3.37911 0.452 0.314 -0.100
H 6.18332 -3.77366 1.24501 0.273 0.040 0.183
H -5.15306 -0.78334 5.25619 -0.360 -0.393 0.340
H -3.85148 -7.25395 -5.12430 -0.350 -0.125 0.220
H 5.89098 4.66219 2.21177 0.405 -0.281 -0.110
H 1.82399 -1.91433 1.90353 0.224 -0.175 0.135
H -2.26479 0.23438 -2.21665 -0.234 -0.390 0.391
H -2.48270 1.80462 -2.74698 0.207 0.157 -0.720
H -3.67885 -2.41550 9.31121 -0.417 0.701 -0.094
H 3.62333 4.64831 -1.81569 0.244 -0.130 -0.367
H -7.69508 1.19931 0.41249 -0.258 0.173 -0.567
H 0.64212 4.03160 -1.28724 0.570 -0.288 -0.166
H -2.59072 -2.74531 3.75047 0.287 -0.522 -0.123
H 5.46490 -1.61254 -2.59303 -0.595 0.178 -0.590
H 6.59474 2.13032 2.62157 -0.277 -0.497 -0.289
H 5.99411 1.26556 -2.57082 0.401 0.801 0.023
H 3.92704 4.98242 0.31825 0.131 0.711 0.713
H -4.64863 2.42644 -0.98023 0.641 0.186 -0.196
H -4.46585 4.11893 2.51755 -0.436 -0.111 -0.402
H 6.14255 -5.54095 1.20642 0.150 0.012 -0.051
H 4.00043 -2.54837 0.45963 -0.021 0.479 -0.141
H 0.22148 -2.68905 0.20127 -0.233 0.019 0.089
H 5.66533 4.63549 -0.12083 -0.275 0.537 -0.409
H 0.29877 6.44281 -7.98754 -0.390 0.710 -0.483
H 5.85936 0.90226 5.31799 0.091 0.413 0.181
H 1.79644 7.56561 -3.99609 -0.137 0.155 -0.230
H 3.61939 -1.58087 -2.17277 0.143 0.605 -0.637
H -0.42691 -4.52995 1.73896 -0.031 0.006 -0.203
H -1.31960 8.05756 -2.19837 0.088 0.039 -0.505
H 4.35289 4.19471 2.85124 -0.237 0.063 0.269
H -1.38433 5.23582 0.91896 -0.262 0.150 -0.393
H 1.77338 3.72810 0.59859 0.392 -0.154 -0.271
H -2.65146 -2.49806 5.97173 -0.144 -0.548 -0.675
H 2.18908 2.71176 2.74080 0.589 0.162 0.093
H -2.22265 4.26470 3.09096 0.271 -0.543 -0.646
H 4.03660 2.64705 1.23931 -0.204 -0.414 -0.448
H -0.97211 5.49443 -3.94904 0.132 -0.259 -0.173
H -0.40974 -5.90041 -2.75464 -0.202 0.186 0.401
H 3.47731 3.88731 -4.95595 -0.094 -0.167 0.015
H -0.94197 3.74340 -0.69498 -0.436 -0.040 -0.439
H 0.71431 -2.46493 6.85775 -0.562 0.107 0.159
H 0.29769 -5.96558 2.42952 0.458 0.105 -0.015
H -5.04203 -2.59156 5.05795 -0.208 0.183 -0.145
H 1.78198 -0.61892 4.70542 0.645 0.256 0.405
H 1.87383 -1.24467 7.24549 0.202 0.073 -0.209
H -1.50672 -2.19731 1.67233 -0.190 -0.478 -0.288
H -2.07766 -4.10008 -4.51414 0.250 -0.388 -0.485
H -0.73641 0.06477 0.58056 0.439 0.184 0.648
H -0.31107 -1.29679 4.49904 -0.608 -0.295 -0.354
H 0.85293 -0.50732 1.85495 -1.067 -0.329 -0.772
H 0.04488 6.92740 -2.63864 -0.181 0.108 -0.411
H 3.15678 -2.43679 3.98778 0.091 -0.019 -0.442
H -3.04797 3.11640 -5.47863 -0.428 0.066 0.108
H 4.61085 -5.60872 -1.33264 0.696 -0.176 -0.259
H -2.27333 6.60493 -4.13363 -0.330 0.364 0.012
H -4.58702 5.12871 -2.72688 -0.053 0.302 0.057
H 0.89053 5.85802 0.86978 -0.297 0.492 -0.335
H -6.36356 -6.41955 -5.37569 0.328 -0.456 -0.206
H 2.33071 -3.57756 5.00139 0.100 -0.431 0.470
H -1.47431 -10.44459 0.96458 -0.429 0.972 0.462
H -2.78739 -5.88124 -5.35225 0.080 -0.252 -0.238
H -2.26332 -6.23983 -0.85715 -0.034 -0.430 0.100
H 0.11946 -6.30917 -0.04873 0.503 0.136 0.187
H 4.28412 0.25942 4.90956 -0.185 0.291 -0.328
H -1.73790 -7.93524 1.64527 -0.974 -0.457 -0.476
H -6.63626 2.56082 0.54381 0.580 0.041 -0.019
H -2.24175 -6.68976 -3.14511 -0.140 -0.723 -0.466
H 0.96283 -2.67537 -1.37787 0.376 0.281 -0.056
H 2.52635 1.22954 0.28828 -0.360 0.237 -0.259
H 2.86255 -3.41759 -0.56708 -0.068 -0.016 -0.254
H -1.32960 -5.65145 2.73194 -0.760 -0.340 -0.688
H 1.18520 -6.58514 -5.86983 0.090 0.338 -0.097
H -3.10956 -1.59519 1.04782 0.243 -0.202 -0.574
H -0.17332 -1.37297 -0.96275 -0.123 -0.111 0.050
H -3.07752 4.76197 -6.10463 -0.641 0.392 0.480
H -3.73591 4.27870 0.87932 0.218 -0.318 0.141
H -3.91701 -3.09388 2.58153 0.658 -0.434 -0.352
H 4.39450 1.14716 -2.03285 -0.375 -0.311 0.188
H 1.13135 4.33313 -6.12685 0.348 -0.547 0.516
H -5.97102 1.71167 -3.50694 -0.527 -0.699 0.006
H -1.69519 1.48771 1.01483 0.006 -0.181 1.140
H -1.70993 6.88661 1.57769 -0.570 0.032 -0.206
H 6.60519 -4.59695 -0.23046 -0.476 -0.109 -0.254
H -3.11407 -3.53018 8.23601 0.507 -0.202 -0.791
H -2.34594 0.11515 0.20349 -0.607 0.012 -0.007
H -3.89245 -6.68062 -2.63944 -0.192 0.225 0.135
H -1.80710 -4.81412 -0.49891 0.763 0.226 0.467
H -4.54717 5.64236 1.59650 0.112 0.126 0.266
H -4.78264 2.60860 -3.70138 1.038 0.330 0.202
H -6.27208 0.86846 1.15391 1.137 0.171 -0.162
H 1.67220 6.01907 2.40602 0.048 -0.469 0.143
H 4.11272 4.84945 -3.82649 -0.016 0.055 0.075
H 5.67556 0.09714 3.78670 -0.023 -0.567 0.051
H -1.66051 4.11780 -5.47089 0.284 -0.106 0.150
H 0.84564 7.38592 1.95456 -0.573 0.295 -0.820
H -0.85985 5.29831 -7.47422 0.014 -0.555 0.597
H 3.20363 3.04644 -1.17537 -0.413 0.101 0.373
H 4.90020 -1.03381 -1.07157 -0.191 0.229 0.310